(1)
{
  "formula": "C6H15NO2",
  "method": "wB97M-V/def2-TZVPD",
  "species": ["C", "C", "C", "C", "C", "C", "N", "O", "O", "H", "H", "H", "H", "H", "H", "H", "H", "H", "H", "H", "H", "H", "H", "H"],
  "positions_angstrom": [[-0.08640, 0.46506, 0.59362], [0.12702, -0.25222, -0.65115], [2.52481, -0.85856, 1.18142], [-2.06654, -1.42820, 0.28009], [-0.17458, 1.95279, 0.74215], [0.49064, 0.42260, -1.93902], [-1.39771, -0.23717, -0.23452], [2.14091, 0.28212, 0.54104], [-2.29786, 0.69456, -0.78973], [-2.28414, 0.52314, -1.74462], [-0.01652, -0.10603, 1.51145], [0.49240, -1.26683, -0.53927], [2.98275, -0.68240, 2.17845], [3.25443, -1.47655, 0.61550], [1.67010, -1.57582, 1.39730], [-2.79685, -1.13697, 1.03482], [-1.32122, -2.08489, 0.72865], [-2.56395, -1.95705, -0.53541], [-0.86288, 2.22578, 1.54312], [-0.48506, 2.45889, -0.16976], [0.83177, 2.28516, 1.00003], [0.20552, -0.18695, -2.80013], [0.05656, 1.41634, -2.04187], [1.57679, 0.52319, -1.90216]],
  "atomic_forces_ev_per_a": [[0.32, -0.37, -0.23], [-0.97, 0.45, 0.27], [-0.03, 0.08, 0.07], [0.04, 0.13, -0.15], [-0.03, -0.05, -0.15], [0.01, -0.07, 0.07], [0.10, 0.49, 0.36], [0.12, -0.04, 0.17], [0.52, -0.55, -0.22], [-0.08, 0.04, 0.04], [0.12, -0.10, -0.13], [-0.04, 0.02, 0.01], [-0.04, -0.06, -0.09], [-0.05, 0.07, 0.03], [0.02, 0.10, -0.05], [0.02, 0.00, -0.06], [0.04, 0.11, -0.02], [0.01, -0.01, 0.03], [0.02, -0.05, -0.04], [-0.02, -0.07, 0.02], [-0.04, -0.11, 0.00], [0.04, 0.02, 0.04], [-0.01, -0.03, 0.05], [-0.07, 0.01, -0.03]],
  "e_tot_ha": -442.63914,
  "homo_energy_ev": -6.802,
  "e_lumo_ev": 0.28,
  "mol_weight_g_mol": 133.19,
  "relative_energy_kj_mol": 635.5,
  "gap_ev": 7.1
}

***

(2)
{
  "formula": "C43H84Cl16FINO6",
  "method": "wB97M-V/def2-TZVPD",
  "species": ["C", "C", "O", "C", "O", "C", "C", "C", "C", "C", "O", "O", "N", "C", "F", "C", "C", "C", "C", "C", "C", "C", "C", "C", "O", "C", "C", "C", "C", "I", "O", "C", "C", "C", "C", "C", "H", "H", "H", "H", "H", "H", "H", "H", "H", "H", "H", "H", "H", "H", "H", "H", "H", "H", "H", "H", "H", "H", "H", "H", "H", "H", "H", "H", "H", "H", "H", "H", "H", "H", "H", "H", "H", "H", "H", "H", "H", "H", "H", "H", "H", "H", "H", "H", "H", "H", "H", "H", "Cl", "C", "C", "Cl", "H", "H", "H", "H", "Cl", "C", "C", "Cl", "H", "H", "H", "H", "Cl", "C", "C", "Cl", "H", "H", "H", "H", "Cl", "C", "C", "Cl", "H", "H", "H", "H", "Cl", "C", "C", "Cl", "H", "H", "H", "H", "Cl", "C", "C", "Cl", "H", "H", "H", "H", "Cl", "C", "C", "Cl", "H", "H", "H", "H", "Cl", "C", "C", "Cl", "H", "H", "H", "H"],
  "positions_angstrom": [[11.28553, -2.98987, 2.54921], [10.30945, -1.84959, 2.49371], [9.02347, -2.32084, 2.01379], [7.97569, -2.06634, 2.85375], [7.63496, -2.84004, 3.78676], [7.20234, -0.80695, 2.52855], [5.74367, -1.15811, 2.22283], [4.75408, -0.01923, 2.49557], [4.01723, 0.58124, 1.28311], [5.03214, 1.08247, 0.25886], [5.98124, 1.86015, 0.92907], [6.86805, 2.32053, -0.12642], [3.29912, -0.57074, 0.61995], [2.13156, -0.21680, -0.23539], [2.66913, 0.34812, -1.36767], [1.13521, 0.64127, 0.54593], [-0.00180, -0.29892, 0.97343], [-1.05926, 0.36926, 1.83311], [-2.39142, -0.38866, 1.86750], [-3.16618, -0.12686, 3.17120], [-4.59586, 0.37631, 2.96313], [-5.52586, -0.67002, 2.39404], [-6.98835, -0.26870, 2.48584], [-7.88007, -1.02891, 1.54366], [-7.92257, -2.38322, 1.94964], [-8.47471, -3.22544, 0.97093], [0.61677, 1.76208, -0.34138], [-0.18557, 1.23700, -1.52748], [-1.69979, 1.21435, -1.34151], [0.33325, 2.35643, -3.30374], [1.66092, 1.12663, 1.76545], [2.99452, 1.62884, 1.81055], [3.11137, 3.04404, 1.24685], [4.05431, 3.92302, 2.08456], [4.68127, 5.02345, 1.24005], [3.29946, 4.50942, 3.30113], [10.81260, -3.84547, 3.01504], [11.62041, -3.26010, 1.55888], [12.15202, -2.70076, 3.13083], [10.20033, -1.38869, 3.46857], [10.65053, -1.10103, 1.78592], [7.64786, -0.29693, 1.68514], [7.22201, -0.15795, 3.39559], [5.69880, -1.50758, 1.19450], [5.47735, -1.99645, 2.85544], [3.97417, -0.36895, 3.16966], [5.23287, 0.81682, 2.98604], [5.52764, 0.22368, -0.20614], [4.57885, 1.63814, -0.55527], [7.58317, 2.70447, 0.38682], [3.95279, -1.11229, 0.05568], [2.93891, -1.17628, 1.35904], [1.65720, -1.14925, -0.52481], [0.45984, -1.06072, 1.60824], [-0.40943, -0.83340, 0.12055], [-1.25939, 1.38846, 1.51711], [-0.66525, 0.44148, 2.83914], [-2.97671, -0.06191, 1.01369], [-2.17588, -1.44747, 1.77435], [-2.63185, 0.58541, 3.78967], [-3.22130, -1.06578, 3.71215], [-4.97033, 0.73156, 3.91844], [-4.54642, 1.21689, 2.27361], [-5.27379, -0.85020, 1.34969], [-5.38091, -1.61222, 2.91338], [-7.09571, 0.78900, 2.25066], [-7.36551, -0.41195, 3.49326], [-8.89300, -0.61936, 1.57824], [-7.52350, -0.94433, 0.51876], [-8.28286, -4.25285, 1.25104], [-9.55398, -3.09276, 0.89303], [-8.03365, -3.04590, -0.00999], [1.45871, 2.31913, -0.72884], [0.03977, 2.45389, 0.25690], [0.12942, 0.23100, -1.76800], [-2.22081, 1.47837, -2.24758], [-1.95374, 0.18354, -1.10735], [-2.01701, 1.84045, -0.51772], [3.19637, 1.71731, 2.87009], [3.35475, 3.06689, 0.19123], [2.11528, 3.46038, 1.33561], [4.83152, 3.30340, 2.51389], [5.61944, 5.33680, 1.68553], [4.03216, 5.88681, 1.20842], [4.91057, 4.68163, 0.23792], [3.28010, 5.59068, 3.27022], [3.77790, 4.22445, 4.23145], [2.27890, 4.14786, 3.36479], [0.89199, 3.81796, -6.75330], [2.48388, 3.02654, -6.60755], [2.91509, 2.38107, -7.89612], [1.90654, 0.97065, -8.31732], [2.42110, 2.29822, -5.80279], [3.19961, 3.79813, -6.33019], [3.93920, 2.02530, -7.80236], [2.86731, 3.08392, -8.72220], [14.88788, -2.76420, -2.90161], [13.24590, -3.03003, -2.27011], [12.82499, -1.94179, -1.31761], [13.75751, -1.98383, 0.20224], [13.22672, -4.00415, -1.78950], [12.57167, -3.04513, -3.12438], [11.77585, -2.07318, -1.05379], [12.95699, -0.95819, -1.75922], [5.68607, 7.28338, -1.02791], [5.75822, 9.04889, -0.77862], [5.97198, 9.39914, 0.66956], [4.55867, 8.98114, 1.67541], [4.83295, 9.47280, -1.15739], [6.58746, 9.42523, -1.37392], [6.12819, 10.47137, 0.76689], [6.83337, 8.87950, 1.07901], [-7.78861, 0.62953, -1.65180], [-9.26414, 0.42400, -2.63448], [-9.95315, -0.88141, -2.33585], [-8.99488, -2.27796, -2.90017], [-8.97906, 0.49024, -3.68044], [-9.92456, 1.25503, -2.39613], [-10.90718, -0.91980, -2.85716], [-10.12785, -1.00738, -1.27031], [-10.51721, -6.36503, 2.46585], [-12.09029, -5.83499, 3.13084], [-12.72040, -4.77490, 2.26724], [-11.79628, -3.24654, 2.31527], [-11.91915, -5.47076, 4.14007], [-12.72148, -6.71741, 3.18913], [-13.72045, -4.55129, 2.62540], [-12.77869, -5.09372, 1.22997], [-15.18269, -6.74516, 3.68726], [-16.38415, -6.80008, 5.00757], [-16.83829, -5.41936, 5.39758], [-15.52922, -4.48130, 6.16133], [-15.92672, -7.32143, 5.84305], [-17.23098, -7.38221, 4.65027], [-17.64877, -5.49280, 6.11963], [-17.18587, -4.85902, 4.53441], [6.36058, 1.40477, -12.62770], [4.85148, 1.41989, -11.68240], [4.34564, 2.81764, -11.44435], [5.41494, 3.74490, -10.35300], [5.04091, 0.90345, -10.74543], [4.11079, 0.85900, -12.24871], [3.36422, 2.77191, -10.97536], [4.26386, 3.37511, -12.37258], [-1.85926, -4.56409, -0.19679], [-3.61548, -4.22740, -0.19770], [-4.04805, -3.47323, -1.42582], [-3.38858, -1.81318, -1.44565], [-3.84396, -3.67401, 0.70855], [-4.12681, -5.18675, -0.15984], [-5.13104, -3.38548, -1.44155], [-3.72277, -3.96471, -2.33837]],
  "atomic_forces_ev_per_a": [[-0.17, -0.09, 0.11], [0.25, -0.11, -0.21], [-0.71, 0.14, 0.62], [-0.63, -2.62, 2.56], [1.30, 2.75, -3.36], [-0.29, -0.33, -0.14], [0.03, 0.14, 0.30], [-0.33, -0.14, -0.43], [0.86, 0.14, 0.38], [0.07, -0.20, -0.51], [0.45, 0.28, -0.11], [-0.69, -0.42, -0.05], [-0.66, 0.14, 0.16], [0.30, -0.06, -0.40], [-0.07, 0.01, 0.45], [-0.92, 0.11, -0.06], [0.42, -0.02, 0.43], [-0.33, -0.06, 0.10], [0.39, 0.41, 0.41], [-0.38, -0.18, -0.39], [0.60, -0.15, -0.01], [-0.17, -0.08, -0.02], [-0.03, 0.11, -0.21], [-0.33, -0.31, 0.34], [0.45, -0.02, -0.01], [-0.16, 0.01, -0.09], [0.41, 0.13, -0.48], [-0.16, 0.37, -0.31], [0.37, -0.51, 0.10], [-0.04, 0.01, 0.00], [0.62, -0.57, 0.22], [-0.30, 0.47, -0.49], [-0.05, -0.02, 0.25], [-0.47, 0.17, 0.19], [0.24, -0.35, 0.37], [0.24, -0.29, 0.04], [-0.02, -0.18, 0.16], [0.05, -0.16, -0.23], [0.24, 0.04, 0.09], [-0.16, 0.08, 0.22], [0.01, 0.27, -0.05], [0.21, 0.18, -0.07], [0.15, 0.11, 0.26], [-0.06, -0.16, -0.23], [-0.05, -0.21, 0.08], [-0.14, 0.00, 0.23], [0.19, 0.16, 0.19], [0.17, -0.16, -0.01], [-0.15, 0.21, -0.05], [0.20, 0.16, 0.35], [0.12, -0.11, 0.03], [0.02, -0.12, 0.13], [0.06, -0.18, -0.17], [0.06, -0.32, -0.03], [-0.21, 0.10, -0.24], [0.07, 0.19, -0.06], [0.11, 0.07, 0.25], [-0.18, -0.24, -0.22], [-0.14, -0.30, -0.22], [0.18, 0.14, 0.15], [0.05, -0.12, 0.38], [-0.19, 0.15, 0.15], [-0.17, 0.36, 0.01], [0.08, -0.07, -0.24], [0.03, -0.26, 0.12], [0.01, 0.23, -0.03], [0.00, 0.04, 0.29], [-0.20, 0.14, -0.10], [0.12, -0.08, -0.20], [0.02, -0.20, 0.18], [-0.10, 0.03, -0.07], [0.14, 0.09, -0.20], [0.21, 0.16, 0.09], [-0.20, 0.08, 0.15], [0.18, -0.14, -0.28], [-0.23, 0.12, -0.15], [-0.32, 0.08, 0.14], [-0.13, 0.28, 0.01], [-0.12, -0.05, 0.32], [0.18, -0.03, -0.20], [-0.26, 0.15, -0.11], [0.35, -0.25, -0.24], [0.15, 0.25, 0.10], [-0.15, 0.24, -0.28], [0.00, -0.02, -0.25], [-0.09, 0.26, -0.03], [0.12, 0.04, 0.22], [-0.26, -0.01, -0.03], [-0.01, -0.03, 0.07], [0.05, 0.03, 0.06], [0.08, -0.02, -0.05], [0.00, 0.00, -0.03], [-0.05, -0.03, 0.00], [0.01, 0.03, -0.04], [0.01, 0.00, 0.02], [-0.03, 0.03, 0.00], [0.01, -0.01, 0.00], [-0.01, -0.04, -0.06], [-0.09, 0.02, 0.02], [0.04, 0.07, -0.03], [0.03, -0.01, 0.03], [-0.01, 0.03, -0.01], [0.01, -0.04, 0.01], [0.05, 0.02, 0.00], [0.02, 0.03, -0.07], [0.01, 0.06, -0.06], [0.04, 0.05, 0.04], [0.00, -0.02, 0.01], [-0.05, -0.03, 0.01], [0.04, -0.03, 0.01], [-0.04, 0.02, -0.01], [0.00, -0.04, 0.01], [0.05, 0.10, -0.11], [-0.03, 0.04, -0.01], [-0.05, -0.03, 0.00], [0.00, -0.02, 0.03], [0.05, -0.02, -0.01], [-0.02, -0.01, 0.05], [0.00, 0.00, -0.04], [0.05, -0.02, 0.02], [0.03, -0.01, 0.03], [0.16, -0.02, 0.04], [-0.07, -0.02, -0.05], [-0.11, 0.01, 0.05], [0.05, 0.03, 0.00], [0.08, 0.06, -0.12], [-0.04, 0.02, 0.08], [0.05, 0.01, -0.02], [-0.24, -0.11, 0.04], [-0.06, -0.06, 0.02], [-0.05, 0.04, 0.03], [0.01, 0.02, -0.01], [0.06, 0.02, 0.01], [0.00, 0.02, -0.06], [0.01, -0.02, 0.04], [0.02, 0.02, -0.03], [0.02, -0.01, 0.01], [-0.01, -0.06, -0.01], [-0.07, 0.03, 0.00], [-0.04, -0.02, 0.01], [0.03, 0.00, 0.02], [-0.02, 0.02, -0.02], [-0.01, -0.02, 0.02], [0.05, 0.02, -0.02], [0.01, 0.03, 0.02], [-0.08, -0.03, 0.06], [0.01, -0.03, -0.05], [-0.07, -0.07, -0.07], [0.02, 0.05, 0.02], [0.04, -0.04, -0.03], [-0.07, 0.05, 0.05], [0.06, 0.00, 0.01]],
  "e_tot_ha": -9955.30879,
  "homo_energy_ev": -10.677,
  "e_lumo_ev": -2.64,
  "mol_weight_g_mol": 1424.30,
  "charge": 1,
  "gap_ev": 8.0
}

***

(3)
{
  "formula": "C5H7NS2",
  "method": "wB97M-V/def2-TZVPD",
  "species": ["C", "C", "C", "C", "C", "H", "H", "H", "H", "H", "H", "H", "N", "S", "S"],
  "positions_angstrom": [[0.24307, 1.80221, 2.23495], [0.06833, 0.52624, 1.37992], [-1.40562, 0.22207, 1.07142], [0.25970, -0.26214, -0.88518], [1.08993, -0.56099, 1.39161], [-0.05166, 2.69917, 1.72049], [-0.32754, 1.62371, 3.16058], [1.32469, 1.88649, 2.59801], [-1.93669, 1.19337, 1.04972], [-1.78974, -0.43356, 1.89540], [0.84606, -1.58829, 1.32257], [2.06904, -0.31208, 1.85049], [0.90354, 0.29980, 0.21612], [-1.46031, -0.57046, -0.59730], [0.96085, -0.52527, -2.29436]],
  "atomic_forces_ev_per_a": [[1.78, -1.68, 0.75], [-0.39, 0.39, 0.04], [0.11, -0.37, 0.63], [-0.79, 0.29, 0.40], [1.06, 1.51, 0.47], [-0.22, 0.30, -0.16], [-0.08, 0.38, -0.36], [-1.37, 0.03, -0.76], [0.05, -0.69, 0.01], [-0.11, 0.53, -0.95], [-0.43, -0.84, -0.13], [-0.84, -0.48, -0.02], [0.55, 0.64, -0.18], [0.29, 0.34, 1.00], [0.40, -0.36, -0.74]],
  "e_tot_ha": -1045.80115,
  "homo_energy_ev": -8.627,
  "e_lumo_ev": 0.19,
  "mol_weight_g_mol": 145.25,
  "relative_energy_kj_mol": 112.7,
  "smiles": "C[C@@]12CSC(=S)N1C2",
  "gap_ev": 8.8
}

***

(4)
{
  "formula": "C5H16N4",
  "method": "wB97M-V/def2-TZVPD",
  "species": ["C", "C", "N", "N", "N", "N", "H", "H", "H", "H", "H", "H", "H", "H", "H", "H", "C", "C", "C", "H", "H", "H", "H", "H", "H"],
  "positions_angstrom": [[1.26404, -0.83252, -1.79564], [-0.42206, -1.27722, -3.44654], [-1.88550, -0.58340, -0.25209], [-0.11949, -0.69837, -2.16375], [-1.22698, -1.20317, 0.70625], [-1.56560, 0.62547, -0.52630], [-0.70657, 0.32070, -1.66717], [-1.28554, -2.20728, 0.68124], [-0.36042, -0.80870, 1.08239], [-0.90713, 1.05351, 0.14251], [1.96607, -0.34749, -2.49604], [1.41937, -0.38468, -0.80843], [-0.21615, -2.35683, -3.43096], [0.17071, -0.85530, -4.27643], [-1.48062, -1.13804, -3.66878], [1.54542, -1.89447, -1.74081], [-0.31442, 2.25726, 2.70775], [0.41575, 0.98250, 2.98214], [1.44721, 0.53065, 2.28095], [0.03845, 0.39449, 3.81310], [-0.28960, 2.90595, 3.58571], [0.12380, 2.79846, 1.86923], [-1.36670, 2.06023, 2.48831], [1.84022, 1.07689, 1.43319], [1.91574, -0.41864, 2.50019]],
  "atomic_forces_ev_per_a": [[-0.17, 0.25, -0.08], [-0.08, 0.59, 0.02], [0.86, 1.23, -0.12], [-0.84, 2.08, 1.37], [0.06, 0.18, 0.45], [-1.61, -0.56, 1.30], [1.88, -3.41, -2.80], [-0.24, 0.03, -0.08], [-0.31, 0.12, -0.17], [0.30, -0.47, 0.12], [0.06, -0.01, 0.05], [0.12, -0.05, -0.01], [-0.03, 0.05, 0.07], [-0.06, 0.01, -0.04], [0.01, -0.04, -0.08], [0.02, 0.02, 0.01], [0.05, 0.03, 0.04], [-0.03, -0.02, -0.06], [-0.11, -0.11, -0.09], [0.04, -0.05, 0.03], [-0.03, 0.02, -0.02], [0.00, 0.01, -0.01], [-0.01, 0.01, 0.00], [0.04, 0.11, -0.03], [0.07, -0.02, 0.12]],
  "e_tot_ha": -418.95465,
  "homo_energy_ev": -7.386,
  "e_lumo_ev": 0.66,
  "mol_weight_g_mol": 132.21,
  "relative_energy_kj_mol": 501.7,
  "gap_ev": 8.0
}